A | # C14H18N2O4

An isolated molecule of C14H18N2O4 (ωB97M-V with the def2-TZVPD basis set, the Open Molecules 2025 dataset).

Last columns: bonded neighbours and bond lengths (Å).
Positions of all 38 atoms, in Å:
1 O -4.353 -2.026 0.004  C2 1.201
2 C -4.647 -0.957 -0.460  O1 1.201, O3 1.336, C4 1.511
3 O -5.744 -0.764 -1.197  C2 1.336, H21 0.971
4 C -3.835 0.309 -0.318  C2 1.511, C5 1.532, H22 1.095, H23 1.089
5 C -3.114 0.354 1.033  C4 1.532, C6 1.524, H24 1.092, H25 1.090
6 C -1.949 1.335 0.992  C5 1.524, O7 1.210, N8 1.359
7 O -1.994 2.432 1.501  C6 1.210
8 N -0.882 0.830 0.320  C6 1.359, C9 1.402, H26 1.012
9 C 0.340 1.444 0.013  N8 1.402, C10 1.386, C14 1.410
10 C 0.496 2.822 0.019  C9 1.386, C11 1.384, H27 1.077
11 C 1.688 3.389 -0.398  C10 1.384, C12 1.382, H28 1.079
12 C 2.716 2.580 -0.844  C11 1.382, C13 1.385, H29 1.080
13 C 2.578 1.203 -0.828  C12 1.385, C14 1.390, H30 1.079
14 C 1.408 0.607 -0.372  C9 1.410, C13 1.390, N15 1.408
15 N 1.190 -0.784 -0.334  C14 1.408, C16 1.459, C20 1.452
16 C 1.015 -1.393 0.979  N15 1.459, C17 1.533, H31 1.090, H32 1.096
17 C 2.359 -1.849 1.560  C16 1.533, O18 1.410, H33 1.091, H34 1.102
18 O 3.001 -2.763 0.699  C17 1.410, C19 1.410
19 C 3.258 -2.167 -0.553  O18 1.410, C20 1.536, H35 1.091, H36 1.101
20 C 1.963 -1.655 -1.200  N15 1.452, C19 1.536, H37 1.090, H38 1.097
21 H -6.244 -1.590 -1.295  O3 0.971
22 H -3.107 0.305 -1.136  C4 1.095
23 H -4.486 1.171 -0.456  C4 1.089
24 H -2.756 -0.649 1.276  C5 1.092
25 H -3.807 0.675 1.811  C5 1.090
26 H -0.942 -0.123 -0.018  N8 1.012
27 H -0.324 3.440 0.341  C10 1.077
28 H 1.802 4.461 -0.390  C11 1.079
29 H 3.640 3.016 -1.195  C12 1.080
30 H 3.400 0.592 -1.169  C13 1.079
31 H 0.552 -0.685 1.666  C16 1.090
32 H 0.367 -2.270 0.864  C16 1.096
33 H 2.211 -2.373 2.506  C17 1.091
34 H 3.003 -0.971 1.727  C17 1.102
35 H 3.711 -2.943 -1.173  C19 1.091
36 H 3.978 -1.345 -0.422  C19 1.101
37 H 2.181 -1.136 -2.134  C20 1.090
38 H 1.328 -2.522 -1.420  C20 1.097

Calculated values
* SMILES: O=C(O)CCC(=O)Nc1ccccc1N1CCOCC1
* charge: 0
* E_LUMO: 0.0199 Ha

Charges obtained by Löwdin population analysis, quoted in units of e: number 1, O, carries 0.107; number 2, C, carries -0.539; number 3, O, carries 0.113; number 4, C, carries -0.082; number 5, C, carries -0.087; number 6, C, carries -0.472; number 7, O, carries 0.079; number 8, N, carries 0.126; number 9, C, carries -0.155; number 10, C, carries -0.008; number 11, C, carries -0.085; number 12, C, carries -0.092; number 13, C, carries -0.025; number 14, C, carries -0.177; number 15, N, carries -0.116; number 16, C, carries -0.138; number 17, C, carries -0.184; number 18, O, carries -0.130; number 19, C, carries -0.192; number 20, C, carries -0.139; number 21, H, carries 0.133; number 22, H, carries 0.134; number 23, H, carries 0.130; number 24, H, carries 0.117; number 25, H, carries 0.131; number 26, H, carries 0.135; number 27, H, carries 0.104; number 28, H, carries 0.102; number 29, H, carries 0.101; number 30, H, carries 0.097; number 31, H, carries 0.125; number 32, H, carries 0.132; number 33, H, carries 0.127; number 34, H, carries 0.132; number 35, H, carries 0.127; number 36, H, carries 0.113; number 37, H, carries 0.127; number 38, H, carries 0.128

***

B | # C14H18N2O4

An isolated molecule of C14H18N2O4 (ωB97M-V with the def2-TZVPD basis set, the Open Molecules 2025 dataset).

Last columns: bonded neighbours and bond lengths (Å).
Positions of all 38 atoms, in Å:
1 N 2.515 -1.884 -1.449  C2 1.503, H21 1.019, H22 1.031, H23 1.031
2 C 1.548 -1.019 -0.689  N1 1.503, C3 1.533, C11 1.566, H24 1.082
3 C 1.006 -1.901 0.441  C2 1.533, C4 1.501, H25 1.083, H26 1.111
4 C -0.127 -1.294 1.218  C3 1.501, C5 1.390, C10 1.407
5 C 0.107 -0.550 2.368  C4 1.390, C6 1.415, H27 1.106
6 C -1.004 0.016 3.036  C5 1.415, C7 1.418, H28 1.081
7 C -2.332 -0.119 2.557  C6 1.418, O8 1.375, C9 1.377
8 O -3.353 0.480 3.258  C7 1.375, H29 0.974
9 C -2.531 -0.904 1.444  C7 1.377, C10 1.390, H30 1.077
10 C -1.453 -1.488 0.789  C4 1.407, C9 1.390, H31 1.088
11 C 2.202 0.284 -0.117  C2 1.566, O12 1.214, N13 1.393
12 O 3.327 0.272 0.341  C11 1.214
13 N 1.598 1.526 -0.295  C11 1.393, C14 1.450, C17 1.450
14 C 0.260 1.590 -0.852  N13 1.450, C15 1.521, H32 1.095, H33 1.096
15 C -0.109 3.014 -0.466  C14 1.521, C16 1.525, H34 1.101, H35 1.090
16 C 1.179 3.813 -0.296  C15 1.525, C17 1.540, H36 1.115, H37 1.092
17 C 2.197 2.759 0.177  N13 1.450, C16 1.540, C18 1.556, H38 1.116
18 C 2.406 2.878 1.715  C17 1.556, O19 1.262, O20 1.265
19 O 1.782 2.050 2.435  C18 1.262
20 O 3.116 3.829 2.152  C18 1.265
21 H 2.109 -2.812 -1.560  N1 1.019
22 H 3.397 -1.930 -0.916  N1 1.031
23 H 2.691 -1.475 -2.378  N1 1.031
24 H 0.679 -0.797 -1.294  C2 1.082
25 H 1.804 -2.080 1.151  C3 1.083
26 H 0.619 -2.835 -0.019  C3 1.111
27 H 1.159 -0.416 2.682  C5 1.106
28 H -0.795 0.596 3.923  C6 1.081
29 H -3.015 1.082 3.944  O8 0.974
30 H -3.512 -1.086 1.039  C9 1.077
31 H -1.563 -2.110 -0.096  C10 1.088
32 H 0.234 1.441 -1.937  C14 1.095
33 H -0.392 0.855 -0.367  C14 1.096
34 H -0.681 3.025 0.475  C15 1.101
35 H -0.778 3.427 -1.220  C15 1.090
36 H 1.125 4.652 0.436  C16 1.115
37 H 1.501 4.247 -1.246  C16 1.092
38 H 3.194 2.974 -0.275  C17 1.116

Calculated values
* SMILES: [NH3+][C@@H](Cc1ccc(O)cc1)C(=O)N1CCC[C@H]1C(=O)[O-]
* charge: 0
* E_LUMO: -0.0442 Ha

Charges obtained by Löwdin population analysis, quoted in units of e: number 1, N, carries 0.233; number 2, C, carries -0.190; number 3, C, carries -0.118; number 4, C, carries -0.266; number 5, C, carries -0.010; number 6, C, carries 0.022; number 7, C, carries -0.298; number 8, O, carries 0.045; number 9, C, carries -0.022; number 10, C, carries -0.051; number 11, C, carries -0.379; number 12, O, carries 0.088; number 13, N, carries 0.000; number 14, C, carries -0.148; number 15, C, carries -0.158; number 16, C, carries -0.115; number 17, C, carries -0.200; number 18, C, carries -0.668; number 19, O, carries -0.058; number 20, O, carries -0.059; number 21, H, carries 0.162; number 22, H, carries 0.177; number 23, H, carries 0.185; number 24, H, carries 0.136; number 25, H, carries 0.130; number 26, H, carries 0.126; number 27, H, carries 0.126; number 28, H, carries 0.117; number 29, H, carries 0.116; number 30, H, carries 0.113; number 31, H, carries 0.109; number 32, H, carries 0.118; number 33, H, carries 0.108; number 34, H, carries 0.122; number 35, H, carries 0.104; number 36, H, carries 0.135; number 37, H, carries 0.107; number 38, H, carries 0.157

***

Which structure is most stable? A, by 239.6 kJ/mol over the runner-up.